No. 1
Molecular formula: C4H6O2
Method: DFT, wB97M-V/def2-TZVPD

The LUMO energy comes out at 0.1 eV. Its energy above the lowest of the compared OMol25 structures with the same formula, charge and spin is 5.247 eV.

The geometry in ORCA input format:
```
! RIJCOSX wB97M-V def2-TZVPD def2/J DEFGRID3
* xyz 0 1
O 2.370 -1.309 0.394
C 1.290 -0.813 0.594
C 0.451 -0.121 -0.447
C -1.054 -0.378 -0.290
O -1.537 0.904 0.192
C 0.313 1.385 -0.188
H 0.849 -0.771 1.618
H 0.848 -0.326 -1.447
H -1.567 -0.665 -1.214
H -1.293 -1.112 0.486
H 0.649 1.651 0.828
H -1.319 1.554 -0.526
*
```

***

No. 2
Molecular formula: C17H23N8OS2Sc
Method: DFT, wB97M-V/def2-TZVPD

The LUMO energy comes out at -6.7 eV. Its energy above the lowest of the compared OMol25 structures with the same formula, charge and spin is 0.000 eV.

The geometry in ORCA input format:
```
! RIJCOSX wB97M-V def2-TZVPD def2/J DEFGRID3
* xyz 2 1
Sc -0.090 -0.376 0.027
C 6.010 -1.216 -0.242
C 5.472 0.123 -0.717
N 4.166 0.019 -1.382
C 3.013 -0.174 -0.749
S 1.579 -0.275 -1.796
N 3.033 -0.283 0.560
N 1.784 -0.358 1.121
C 1.732 -0.557 2.400
C 2.930 -0.775 3.255
C 0.378 -0.474 3.009
C 0.171 -0.596 4.367
C -1.113 -0.421 4.873
C -2.155 -0.137 4.010
C -1.880 -0.052 2.657
N -0.647 -0.217 2.166
H 7.014 -1.079 0.161
H 6.075 -1.924 -1.068
H 5.383 -1.643 0.539
H 6.143 0.557 -1.455
H 5.380 0.832 0.105
H 4.125 0.140 -2.380
H 3.802 -0.968 2.642
H 2.767 -1.608 3.940
H 3.124 0.117 3.859
H 0.998 -0.810 5.028
H -1.290 -0.501 5.938
H -3.163 0.018 4.367
H -2.668 0.153 1.942
N -1.037 1.213 -3.339
C -2.153 1.056 -2.646
N -3.318 1.082 -3.273
S -2.168 0.853 -0.924
H -1.049 1.367 -4.336
H -0.152 1.306 -2.862
H -3.395 1.295 -4.256
H -4.170 0.977 -2.746
N -1.134 -7.573 -0.066
C -2.012 -6.582 -0.316
O -3.172 -6.758 -0.606
C -1.504 -5.148 -0.222
C -0.219 -4.765 0.142
C 0.091 -3.422 0.182
N -0.803 -2.465 -0.115
C -2.047 -2.836 -0.470
C -2.426 -4.157 -0.531
H -1.468 -8.521 -0.141
H -0.163 -7.428 0.132
H 0.555 -5.476 0.395
H 1.092 -3.095 0.443
H -2.740 -2.040 -0.705
H -3.429 -4.443 -0.815
*
```

***

No. 3
Molecular formula: C21H28O21
Method: DFT, wB97M-V/def2-TZVPD

The SMILES is O=C1OCCO1.O=C1OCCO1.O=C1OCCO1.O=C1OCCO1.O=C1OCCO1.O=C1OCCO1.O=C1OCCO1. The LUMO energy comes out at 0.0 eV. Its energy above the lowest of the compared OMol25 structures with the same formula, charge and spin is 3.815 eV.

The geometry in ORCA input format:
```
! RIJCOSX wB97M-V def2-TZVPD def2/J DEFGRID3
* xyz 0 1
C 1.410 -3.921 -3.149
C 1.094 -4.220 -4.618
O 2.362 -4.503 -5.207
C 3.261 -4.653 -4.235
O 4.381 -5.049 -4.437
O 2.646 -4.555 -3.011
H 0.674 -4.438 -2.534
H 1.490 -2.875 -2.852
H 0.512 -3.412 -5.063
H 0.374 -5.025 -4.766
C 1.926 2.826 2.114
C 2.236 2.324 3.543
O 0.965 1.777 3.982
C 0.048 1.830 2.961
O -1.199 1.766 2.976
O 0.626 2.272 1.854
H 2.622 2.812 1.275
H 1.681 3.887 2.158
H 2.587 3.182 4.117
H 2.844 1.422 3.618
C -0.763 -5.820 -0.360
C -1.132 -5.156 0.926
O -0.157 -5.481 1.964
C 0.823 -6.132 1.350
O 1.795 -6.577 1.822
O 0.419 -6.416 0.078
H -0.633 -5.146 -1.207
H -1.451 -6.664 -0.404
H -2.097 -5.508 1.290
H -1.081 -4.126 0.572
C 4.135 -2.669 -0.927
C 3.044 -2.078 -0.072
O 2.941 -0.875 -0.551
C 3.370 -0.799 -1.841
O 3.050 0.083 -2.645
O 3.922 -1.995 -2.105
H 3.924 -3.717 -1.144
H 5.150 -2.566 -0.543
H 3.373 -2.141 0.966
H 2.088 -2.600 -0.029
C -4.458 3.197 1.460
C -4.806 3.863 2.726
O -5.388 5.152 2.322
C -4.857 5.450 1.064
O -4.959 6.497 0.459
O -4.336 4.265 0.552
H -5.242 2.638 0.949
H -3.669 2.445 1.461
H -3.867 4.057 3.245
H -5.538 3.327 3.330
C -1.625 -0.295 0.566
C -0.610 0.223 -0.453
O -0.528 -0.880 -1.351
C -1.363 -1.901 -1.015
O -1.378 -3.033 -1.502
O -2.069 -1.522 0.022
H -2.379 0.442 0.840
H -1.102 -0.511 1.497
H 0.402 0.424 -0.101
H -1.020 1.027 -1.064
C -1.109 6.765 0.104
C 0.390 6.557 0.062
O 0.506 5.122 0.024
C -0.596 4.609 -0.513
O -0.664 3.494 -0.977
O -1.502 5.543 -0.568
H -1.541 7.733 -0.149
H -1.718 6.573 0.987
H 0.871 6.807 1.008
H 0.898 6.873 -0.849
*
```

***

No. 4
Molecular formula: C40H44FN6O5P2RuS
Method: DFT, wB97M-V/def2-TZVPD

The LUMO energy (spin up / spin down) comes out at 0.1 / -1.1 eV. Its energy above the lowest of the compared OMol25 structures with the same formula, charge and spin is 0.519 eV. Its expectation value of S² is 8.765.

The geometry in ORCA input format:
```
! RIJCOSX wB97M-V def2-TZVPD def2/J DEFGRID3
* xyz 0 6
Ru -0.215 0.670 -1.039
C -6.096 1.488 0.954
C -5.042 1.822 1.788
C -3.810 1.218 1.622
C -3.629 0.258 0.628
C -4.684 -0.059 -0.216
C -5.912 0.555 -0.052
P -2.018 -0.605 0.565
C -2.302 -1.880 1.851
C -1.497 -3.015 1.769
C -1.615 -4.026 2.704
C -2.517 -3.904 3.750
C -3.300 -2.765 3.853
C -3.192 -1.753 2.914
C -2.099 -1.590 -0.961
C -2.891 -2.718 -1.165
C -2.874 -3.334 -2.402
C -2.034 -2.853 -3.393
C -1.223 -1.749 -3.171
C -1.254 -1.070 -1.954
H -7.058 1.962 1.080
H -5.186 2.553 2.569
H -2.971 1.496 2.243
H -4.546 -0.785 -1.004
H -6.731 0.292 -0.704
H -0.782 -3.085 0.960
H -1.000 -4.914 2.629
H -2.596 -4.686 4.492
H -3.994 -2.660 4.675
H -3.810 -0.871 3.005
H -3.509 -3.101 -0.363
H -3.514 -4.184 -2.597
H -2.014 -3.348 -4.353
H -0.557 -1.444 -3.964
C -0.252 1.342 -4.373
C -1.229 2.280 -3.748
C -2.078 3.047 -4.558
C -2.864 4.023 -4.003
C -2.814 4.230 -2.609
C -3.532 5.255 -1.969
C -3.396 5.462 -0.617
C -2.589 4.628 0.145
C -1.895 3.575 -0.439
S -0.917 2.554 0.550
C -1.975 3.371 -1.844
N -1.214 2.415 -2.427
H -0.684 0.848 -5.240
H 0.086 0.610 -3.633
H 0.624 1.905 -4.697
H -2.063 2.884 -5.624
H -3.480 4.664 -4.620
H -4.189 5.877 -2.559
H -3.913 6.278 -0.137
H -2.489 4.791 1.205
C 3.502 1.098 2.250
N 3.339 -0.337 2.132
C 4.297 -1.092 2.905
P 1.801 -0.925 1.751
O 1.159 0.027 0.829
N 2.014 -2.411 1.027
C 1.921 -3.729 1.604
C 2.794 -2.333 -0.194
N 0.815 -1.182 3.088
C 1.221 -1.969 4.230
C -0.095 -0.115 3.447
H 4.482 1.375 1.863
H 3.434 1.441 3.290
H 2.726 1.586 1.664
H 5.305 -0.877 2.539
H 4.106 -2.155 2.790
H 4.259 -0.843 3.972
H 1.197 -3.725 2.411
H 2.882 -4.106 1.978
H 1.571 -4.421 0.833
H 2.676 -1.337 -0.622
H 2.407 -3.052 -0.920
H 3.858 -2.537 -0.027
H 2.128 -2.525 4.016
H 0.420 -2.671 4.490
H 1.409 -1.332 5.101
H -0.376 0.434 2.549
H 0.351 0.588 4.159
H -0.985 -0.552 3.902
F 6.435 1.840 0.772
C 6.132 1.281 -0.418
C 5.069 1.717 -1.125
N 4.758 1.197 -2.341
C 3.532 1.589 -3.000
C 2.295 1.202 -2.133
O 1.805 2.082 -1.411
O 1.871 0.038 -2.251
C 5.541 0.215 -2.929
O 5.337 -0.223 -4.035
N 6.590 -0.226 -2.151
C 6.960 0.175 -0.870
O 7.848 -0.380 -0.268
H 4.416 2.491 -0.747
H 3.487 1.043 -3.945
H 3.514 2.669 -3.168
H 7.130 -0.989 -2.551
*
```

***

No. 5
Molecular formula: C19H17N3OS
Method: DFT, wB97M-V/def2-TZVPD

The SMILES is C[C@H]1c2[nH]c3cc4ccccc4cc3c2Cc2c(O)n(C)c(=S)n21. The LUMO energy comes out at 0.1 eV. Its energy above the lowest of the compared OMol25 structures with the same formula, charge and spin is 1.173 eV.

The geometry in ORCA input format:
```
! RIJCOSX wB97M-V def2-TZVPD def2/J DEFGRID3
* xyz 0 1
S -2.520 1.928 5.018
O 0.900 4.682 2.476
C -1.520 2.415 3.753
C 0.069 3.650 2.724
C 0.424 0.633 0.499
C -0.165 2.520 1.974
C -0.327 -0.207 1.306
C 3.960 -1.507 -4.231
C 3.339 -2.765 -4.178
C 1.208 -0.156 -0.439
C 0.805 -1.476 -0.247
C 3.574 -0.509 -3.320
C 2.421 -3.055 -3.142
C 2.186 0.226 -1.397
C 1.261 -2.429 -1.129
C 2.638 -0.781 -2.295
C 2.109 -2.104 -2.182
N -0.061 -1.482 0.840
N -0.815 3.593 3.820
N -1.174 1.734 2.581
C 0.396 2.134 0.631
C -0.689 4.433 5.024
C -2.716 -0.069 1.950
C -1.279 0.276 2.414
H 1.470 4.495 1.687
H 4.710 -1.285 -4.976
H 3.517 -3.507 -4.982
H 4.033 0.483 -3.417
H 1.914 -4.030 -3.115
H 2.553 1.219 -1.546
H 0.900 -3.438 -1.043
H -0.369 -2.291 1.281
H 1.444 2.520 0.552
H -0.222 2.600 -0.160
H 0.201 5.084 4.972
H -0.604 3.798 5.931
H -1.555 5.068 5.137
H -3.460 0.260 2.686
H -2.855 -1.143 1.879
H -2.992 0.400 1.004
H -1.012 -0.222 3.358
*
```

***

No. 6
Molecular formula: C3H11N2
Method: DFT, wB97M-V/def2-TZVPD

The LUMO energy comes out at -3.2 eV. Its energy above the lowest of the compared OMol25 structures with the same formula, charge and spin is 1.284 eV.

The geometry in ORCA input format:
```
! RIJCOSX wB97M-V def2-TZVPD def2/J DEFGRID3
* xyz 1 1
C -1.239 -0.897 1.258
C 0.484 0.476 1.964
N 0.168 -0.495 1.210
H -1.619 -1.097 0.251
H -1.980 -0.225 1.700
H -1.290 -1.843 1.797
H 1.539 0.694 2.114
H -0.213 1.153 2.457
C 0.357 0.972 -1.776
N 0.673 -0.441 -1.439
H -0.714 1.121 -1.865
H 0.711 1.602 -0.963
H 0.850 1.294 -2.689
H 0.148 -1.085 -2.021
H 0.464 -0.600 -0.374
H 1.660 -0.629 -1.623
*
```

***

No. 7
Molecular formula: C26H51N5O8S
Method: DFT, wB97M-V/def2-TZVPD

The LUMO energy comes out at -1.1 eV.

The geometry in ORCA input format:
```
! RIJCOSX wB97M-V def2-TZVPD def2/J DEFGRID3
* xyz 0 1
O 0.200 -6.483 1.663
C 0.024 -5.507 0.985
O 0.650 -4.263 1.174
C -1.035 -5.603 -0.199
C -2.379 -5.027 0.415
C -3.265 -5.903 1.139
C -4.533 -5.341 1.763
C -4.849 -3.938 1.626
C -3.896 -3.065 0.869
N -3.984 -1.696 0.639
S -2.652 -1.234 -0.243
N -1.791 -2.660 -0.450
C -2.615 -3.549 0.212
H 0.187 -3.885 1.953
H -0.697 -4.971 -1.073
H -1.141 -6.650 -0.574
H -3.050 -6.996 1.259
H -5.221 -5.994 2.348
H -5.745 -3.442 2.082
C -5.773 -0.512 3.018
O -5.121 -1.572 3.699
C -3.752 -1.302 3.991
C -3.545 -1.128 5.491
N -4.142 0.119 5.966
C -4.205 0.226 7.424
C -5.075 -0.790 8.175
O -6.468 -0.654 7.930
C -6.934 -1.316 6.766
H -6.754 -0.868 2.698
H -5.921 0.347 3.679
H -5.211 -0.208 2.133
H -3.375 -0.440 3.432
H -3.184 -2.179 3.664
H -2.472 -1.118 5.707
H -3.990 -1.998 5.989
H -5.084 0.192 5.602
H -4.593 1.224 7.645
H -3.186 0.190 7.825
H -4.944 -0.595 9.243
H -4.749 -1.824 8.018
H -6.372 -2.229 6.553
H -6.907 -0.642 5.907
H -7.979 -1.588 6.930
C -0.312 0.283 -1.802
O 0.204 -0.051 -0.524
C 1.064 -1.193 -0.545
C 2.505 -0.786 -0.264
N 3.072 -0.039 -1.386
C 4.353 0.599 -1.085
C 4.370 1.687 -0.003
O 3.665 2.869 -0.358
C 2.270 2.823 -0.105
H -1.072 1.055 -1.668
H 0.473 0.686 -2.448
H -0.778 -0.584 -2.280
H 0.980 -1.754 -1.481
H 0.729 -1.851 0.260
H 3.105 -1.686 -0.093
H 2.507 -0.189 0.655
H 2.417 0.683 -1.664
H 4.700 1.052 -2.017
H 5.081 -0.177 -0.823
H 5.412 1.993 0.125
H 4.044 1.316 0.975
H 2.025 2.212 0.767
H 1.736 2.464 -0.987
H 1.930 3.844 0.084
C 3.821 3.997 -8.389
O 4.468 2.933 -7.711
C 5.843 3.192 -7.431
C 6.065 3.369 -5.933
N 5.485 4.623 -5.458
C 5.436 4.735 -3.998
C 4.565 3.731 -3.236
O 3.170 3.880 -3.468
C 2.686 3.218 -4.625
H 2.834 3.649 -8.697
H 3.688 4.860 -7.730
H 4.379 4.293 -9.281
H 6.223 4.049 -7.997
H 6.399 2.309 -7.760
H 7.140 3.370 -5.728
H 5.617 2.506 -5.429
H 4.540 4.705 -5.813
H 5.060 5.739 -3.777
H 6.459 4.691 -3.607
H 4.707 3.928 -2.171
H 4.879 2.694 -3.392
H 3.238 2.299 -4.840
H 2.711 3.890 -5.486
H 1.639 2.957 -4.450
*
```

***

No. 8
Molecular formula: C44H45BCrN7O3S
Method: DFT, wB97M-V/def2-TZVPD

The LUMO energy (spin up / spin down) comes out at -0.6 / -0.5 eV. Its energy above the lowest of the compared OMol25 structures with the same formula, charge and spin is 0.386 eV. Its expectation value of S² is 0.812.

The geometry in ORCA input format:
```
! RIJCOSX wB97M-V def2-TZVPD def2/J DEFGRID3
* xyz 0 2
Cr -1.254 0.425 0.091
C -0.765 2.011 4.004
C -0.602 1.994 2.626
N -1.527 1.524 1.779
C -2.747 1.214 2.307
C -3.051 1.337 3.686
C -1.985 1.671 4.555
C -4.374 1.117 4.102
C -5.340 0.782 3.175
C -5.038 0.593 1.830
C -3.729 0.764 1.372
N -3.187 0.565 0.136
C -3.742 0.833 -1.088
C -5.069 0.812 -1.503
C -5.404 1.111 -2.817
C -4.434 1.421 -3.751
C -3.098 1.500 -3.368
C -2.013 1.815 -4.260
C -0.763 1.957 -3.808
C -0.445 1.892 -2.337
N -1.509 1.363 -1.522
C -2.748 1.242 -2.029
H 0.063 2.300 4.635
H 0.305 2.379 2.179
H -2.144 1.699 5.621
H -4.621 1.226 5.149
H -6.362 0.652 3.500
H -5.824 0.278 1.163
H -5.859 0.540 -0.824
H -6.442 1.092 -3.115
H -4.706 1.617 -4.777
H -2.233 1.920 -5.313
H 0.026 2.268 -4.475
H -0.255 2.951 -2.020
C 6.636 1.700 5.086
C 5.291 2.440 5.118
C 5.520 3.899 4.700
C 4.762 2.446 6.558
C 4.311 1.739 4.181
C 3.651 0.578 4.579
C 2.728 -0.080 3.776
C 2.473 0.451 2.531
O 1.605 0.054 1.557
B 1.761 0.981 0.511
O 2.737 1.926 0.852
C 3.154 1.594 2.107
C 4.070 2.245 2.904
H 7.342 2.180 5.761
H 7.054 1.713 4.082
H 6.515 0.664 5.390
H 6.080 4.422 5.473
H 4.569 4.409 4.565
H 6.093 3.961 3.778
H 5.416 3.042 7.191
H 4.722 1.447 6.981
H 3.766 2.881 6.596
H 3.854 0.163 5.552
H 2.224 -0.967 4.122
H 4.563 3.128 2.536
C -4.820 -7.636 -3.589
C -3.686 -7.200 -4.454
O -2.560 -7.583 -4.412
S -4.178 -5.858 -5.614
C -3.333 -4.618 -4.636
C -4.105 -3.661 -3.992
C -3.501 -2.767 -3.137
C -2.122 -2.835 -2.897
C -1.360 -3.788 -3.578
C -1.961 -4.669 -4.456
C -1.580 -1.935 -1.952
C -1.214 -1.137 -1.111
H -4.517 -8.466 -2.953
H -5.672 -7.913 -4.206
H -5.117 -6.786 -2.973
H -5.172 -3.631 -4.156
H -4.085 -2.023 -2.614
H -0.296 -3.854 -3.398
H -1.378 -5.417 -4.971
N 0.885 1.020 -0.571
C 0.884 1.293 -1.842
N 1.967 1.239 -2.642
C 3.315 1.511 -2.166
C 4.206 0.273 -2.197
C 4.258 -0.254 -3.626
C 2.840 -0.548 -4.098
C 1.934 0.684 -3.984
H 3.269 1.936 -1.166
H 3.742 2.264 -2.844
H 3.793 -0.490 -1.536
H 5.205 0.530 -1.841
H 4.865 -1.158 -3.680
H 4.719 0.496 -4.273
H 2.420 -1.353 -3.494
H 2.849 -0.869 -5.141
H 0.917 0.367 -4.209
H 2.266 1.447 -4.700
N -0.197 -2.261 1.576
N -1.119 -1.194 1.823
H -0.069 -2.838 2.410
H 0.696 -1.842 1.329
H -0.956 -0.754 2.738
H -2.054 -1.605 1.838
*
```